[1]
14
Properties=species:S:1:pos:R:3 method="wB97M-V/def2-TZVPD" lumo_energy_ha=-0.010 energy_ev=-31350.169 de_lowest_kj_mol=0.00 smiles="FCCSC(=S)CF" orbital_gap_ev=8.7
F -2.966 -0.817 -0.628
C -2.584 0.121 0.306
C -1.201 0.655 -0.033
S -0.026 -0.717 -0.036
C 1.482 0.110 -0.137
S 1.733 1.728 -0.199
C 2.668 -0.831 -0.143
F 2.286 -2.147 -0.033
H -3.294 0.962 0.303
H -2.587 -0.328 1.296
H -1.201 1.159 -1.012
H -0.890 1.392 0.716
H 3.239 -0.705 -1.077
H 3.341 -0.581 0.676

---

[2]
16
Properties=species:S:1:pos:R:3 method="wB97M-V/def2-TZVPD" lumo_energy_ha=0.066 energy_ev=-27326.905 de_lowest_kj_mol=0.00 orbital_gap_ev=5.1 total_charge=-1
C -1.411 0.283 0.981
C -0.370 1.370 -1.151
C -0.225 0.655 0.166
C 0.981 0.299 0.732
O 1.167 -3.898 -0.386
O 0.667 -2.398 -2.192
F 1.058 -0.515 1.871
F 2.134 0.161 0.047
F 1.650 1.937 1.721
S 0.785 -2.546 -0.756
H -2.106 -0.277 0.378
H -1.930 1.037 1.576
H -1.265 -0.673 1.491
H -1.347 1.810 -1.122
H -0.312 0.717 -2.055
H 0.524 2.038 -1.301

---

[3]
21
Properties=species:S:1:pos:R:3 method="wB97M-V/def2-TZVPD" lumo_energy_ha=-0.057 energy_ev=-52313.391 orbital_gap_ev=10.1
K 1.213 -2.270 0.758
P 0.094 -3.743 -2.460
F 0.861 -3.475 -3.856
F -0.420 -5.175 -3.001
F 1.387 -4.507 -1.783
F -0.637 -3.982 -1.003
F 0.771 -2.338 -1.913
F -1.199 -3.018 -3.016
C -0.366 2.144 2.891
C 0.113 2.576 1.489
C 0.571 1.426 0.560
O -0.056 1.800 -0.674
C -0.950 2.772 -0.487
O -1.688 3.231 -1.292
O -0.941 3.184 0.815
H 0.216 1.371 3.396
H -1.400 1.785 2.883
H -0.409 3.027 3.530
H 0.952 3.235 1.744
H 0.238 0.465 0.958
H 1.651 1.492 0.460

---

[4]
12
Properties=species:S:1:pos:R:3 method="wB97M-V/def2-TZVPD" multiplicity=3 lumo_energy_ha="0.035 / -0.140" energy_ev=-8444.683 de_lowest_kj_mol=263.17 orbital_gap_ev="6.7 / 6.3" s2=2.0072
C 2.412 0.200 0.269
C 1.278 0.097 -0.071
C -1.021 0.456 0.897
C -0.149 -0.080 -0.181
N -0.497 -0.075 -1.492
F -0.205 -1.820 0.341
H 3.376 0.198 0.559
H -0.379 1.012 1.580
H -1.711 1.143 0.328
H -1.669 -0.203 1.297
H 0.033 -0.739 -1.881
H -1.467 -0.187 -1.647

---

[5]
14
Properties=species:S:1:pos:R:3 method="wB97M-V/def2-TZVPD" lumo_energy_ha=0.021 energy_ev=-11428.326 de_lowest_kj_mol=421.10 orbital_gap_ev=9.9
H -2.450 -0.732 -0.680
N -1.561 -0.534 -1.088
C -0.822 -0.466 0.046
N -1.016 -0.507 1.454
N -0.204 0.653 1.904
C 1.075 0.688 1.170
C 0.560 0.074 -0.079
C 1.199 0.127 -1.169
F 0.632 -0.197 -2.284
H -1.877 -0.012 1.304
H 0.122 0.269 2.877
H 1.984 0.047 1.772
H 1.750 1.619 0.948
H 2.180 0.749 -1.366

---

[6]
14
Properties=species:S:1:pos:R:3 method="wB97M-V/def2-TZVPD" lumo_energy_ha=0.000 energy_ev=-11429.363 de_lowest_kj_mol=321.07 smiles="[H]/N=C/N/C(=N/[H])C(=C)F" orbital_gap_ev=9.7
H -3.607 0.273 0.603
N -2.914 -0.186 -0.023
C -1.624 0.003 0.468
N -0.677 -0.615 -0.398
C 0.687 -0.898 -0.008
N 1.325 -2.069 -0.026
H 2.416 -2.231 -0.017
C 1.621 0.384 -0.050
C 0.900 1.637 -0.249
F 2.884 0.102 0.308
H -1.289 0.743 1.204
H -1.087 -1.402 -0.749
H -0.076 1.622 -0.645
H 1.443 2.638 -0.418